Molecular formula: C38H98BN6O
Method: DFT, ωB97M-V/def2-TZVPD

Bonds (Å) are listed after each position.
Atoms and positions in Å:
1 O -0.854 -3.267 -2.372  C20 1.425, H74 0.972
2 N 6.324 -5.106 0.543  C12 1.446, C16 1.448, C22 1.459
3 N -1.658 7.463 8.716  C15 1.451, C32 1.451, C43 1.450
4 N -0.450 0.959 -0.074  C26 1.444, C28 1.450, C41 1.461
5 N -0.491 6.806 2.101  C21 1.450, C24 1.449, C34 1.453
6 N -3.252 -8.165 -4.797  C14 1.447, C37 1.456, C45 1.449
7 N -0.371 -1.296 -5.078  C18 1.447, C25 1.452, C39 1.452
8 C 1.451 8.175 3.058  C21 1.536, H55 1.092, H103 1.088, H118 1.091
9 C 8.206 -3.712 -0.494  C16 1.536, H88 1.093, H91 1.088, H113 1.091
10 C 5.728 -5.467 2.919  C12 1.521, H67 1.090, H100 1.092, H115 1.090
11 C 0.762 -4.978 -3.046  C20 1.520, B46 1.661, H106 1.087, H116 1.087
12 C 6.797 -5.076 1.910  N2 1.446, C10 1.521, H69 1.104, H78 1.095
13 C -0.646 1.111 -5.927  C18 1.535, H72 1.093, H76 1.091, H135 1.089
14 C -4.566 -8.691 -4.496  N6 1.447, C17 1.522, H66 1.104, H144 1.093
15 C -0.759 7.388 9.853  N3 1.451, C38 1.536, H127 1.092, H130 1.092
16 C 7.388 -5.010 -0.434  N2 1.448, C9 1.536, H65 1.092, H138 1.097
17 C -4.724 -10.160 -4.862  C14 1.522, H96 1.091, H133 1.091, H136 1.090
18 C -0.777 0.067 -4.810  N7 1.447, C13 1.535, H60 1.094, H81 1.095
19 C 1.763 -1.176 -6.487  C39 1.536, H80 1.090, H112 1.091, H120 1.092
20 C -0.523 -4.652 -2.302  O1 1.425, C11 1.520, H97 1.093, H109 1.081
21 C 0.315 8.011 2.038  N5 1.450, C8 1.536, H52 1.092, H64 1.093
22 C 5.131 -4.313 0.266  N2 1.459, C29 1.534, H68 1.090, H111 1.091
23 C -1.011 -3.461 -6.107  C25 1.519, H59 1.090, H62 1.089, H122 1.092
24 C -1.157 6.568 3.365  N5 1.449, C35 1.520, H85 1.093, H131 1.103
25 C -1.212 -1.956 -6.059  N7 1.452, C23 1.519, H73 1.094, H143 1.104
26 C -1.116 1.368 1.141  N4 1.444, C36 1.520, H58 1.104, H114 1.096
27 C 0.001 8.619 7.279  C43 1.520, H48 1.090, H63 1.091, H108 1.091
28 C -0.397 2.008 -1.074  N4 1.450, C44 1.540, H61 1.093, H93 1.098
29 C 5.186 -2.810 0.569  C22 1.534, H47 1.091, H92 1.089, H140 1.094
30 C -3.668 -7.726 -7.285  C45 1.537, H87 1.091, H98 1.089, H121 1.093
31 C -2.225 -0.727 -0.930  C41 1.529, H50 1.094, H54 1.089, H77 1.088
32 C -3.063 7.237 8.998  N3 1.451, C40 1.534, H83 1.093, H125 1.094
33 C -3.852 -5.679 -4.675  C37 1.534, H89 1.092, H99 1.090, H119 1.092
34 C 0.102 5.609 1.530  N5 1.453, C42 1.533, H82 1.093, H94 1.094
35 C -2.016 7.739 3.819  C24 1.520, H56 1.091, H101 1.090, H128 1.091
36 C -0.943 0.388 2.290  C26 1.520, H53 1.090, H107 1.092, H137 1.090
37 C -2.999 -6.861 -4.200  N6 1.456, C33 1.534, H90 1.091, H134 1.093
38 C -0.691 8.594 10.801  C15 1.536, H49 1.091, H79 1.089, H110 1.092
39 C 1.056 -1.547 -5.174  N7 1.452, C19 1.536, H86 1.091, H124 1.092
40 C -3.841 8.330 9.743  C32 1.534, H84 1.089, H104 1.092, H129 1.090
41 C -0.776 -0.364 -0.601  N4 1.461, C31 1.529, H102 1.091, H139 1.091
42 C 1.256 4.944 2.288  C34 1.533, H57 1.089, H95 1.090, H126 1.092
43 C -1.425 8.566 7.804  N3 1.450, C27 1.520, H51 1.103, H105 1.093
44 C -1.715 2.516 -1.686  C28 1.540, H70 1.088, H117 1.094, H132 1.090
45 C -2.807 -8.332 -6.166  N6 1.449, C30 1.537, H123 1.094, H142 1.092
46 B 2.100 -4.561 -2.154  C11 1.661, H71 1.235, H75 1.235, H141 1.234
47 H 4.170 -2.415 0.599  C29 1.091
48 H 0.723 8.842 8.065  C27 1.090
49 H -0.647 9.540 10.259  C38 1.091
50 H -2.927 -0.452 -0.138  C31 1.094
51 H -1.674 9.544 8.247  C43 1.103
52 H 0.723 8.088 1.027  C21 1.092
53 H -1.432 -0.565 2.093  C36 1.090
54 H -2.568 -0.270 -1.857  C31 1.089
55 H 1.768 9.220 3.089  C8 1.092
56 H -2.558 7.464 4.725  C35 1.091
57 H 2.184 5.504 2.180  C42 1.089
58 H -2.195 1.545 0.988  C26 1.104
59 H -0.025 -3.738 -6.481  C23 1.090
60 H -0.228 0.414 -3.931  C18 1.094
61 H 0.247 1.651 -1.883  C28 1.093
62 H -1.141 -3.898 -5.119  C23 1.089
63 H 0.279 7.673 6.812  C27 1.091
64 H -0.355 8.869 2.135  C21 1.093
65 H 6.959 -5.205 -1.419  C16 1.092
66 H -5.376 -8.119 -4.980  C14 1.104
67 H 4.915 -4.742 2.956  C10 1.090
68 H 4.301 -4.743 0.826  C22 1.090
69 H 7.209 -4.093 2.199  C12 1.104
70 H -2.156 1.784 -2.359  C44 1.088
71 H 2.063 -5.135 -1.061  B46 1.235
72 H -1.203 2.010 -5.652  C13 1.093
73 H -2.251 -1.766 -5.772  C25 1.094
74 H -0.547 -2.940 -3.234  O1 0.972
75 H 2.021 -3.350 -1.928  B46 1.235
76 H -1.050 0.752 -6.874  C13 1.091
77 H -2.276 -1.805 -1.065  C31 1.088
78 H 7.622 -5.791 1.990  C12 1.095
79 H -1.540 8.632 11.482  C38 1.089
80 H 1.950 -0.106 -6.568  C19 1.090
81 H -1.826 0.031 -4.496  C18 1.095
82 H 0.434 5.837 0.514  C34 1.093
83 H -3.152 6.298 9.550  C32 1.093
84 H -3.592 8.360 10.803  C40 1.089
85 H -1.803 5.696 3.239  C24 1.093
86 H 1.224 -2.607 -4.980  C39 1.091
87 H -4.731 -7.921 -7.136  C30 1.091
88 H 9.103 -3.871 -1.099  C9 1.093
89 H -4.917 -5.916 -4.695  C33 1.092
90 H -1.944 -6.619 -4.336  C37 1.091
91 H 7.646 -2.901 -0.957  C9 1.088
92 H 5.720 -2.253 -0.200  C29 1.089
93 H 0.124 2.875 -0.648  C28 1.098
94 H -0.698 4.871 1.412  C34 1.094
95 H 1.043 4.824 3.350  C42 1.090
96 H -5.696 -10.521 -4.523  C17 1.091
97 H -1.368 -5.253 -2.646  C20 1.093
98 H -3.528 -6.650 -7.374  C30 1.089
99 H -3.556 -5.332 -5.665  C33 1.090
100 H 6.166 -5.520 3.917  C10 1.092
101 H -2.747 8.009 3.057  C35 1.090
102 H -0.396 -1.111 0.097  C41 1.091
103 H 2.326 7.582 2.799  C8 1.088
104 H -4.912 8.130 9.671  C40 1.092
105 H -2.097 8.435 6.952  C43 1.093
106 H 0.779 -4.392 -3.962  C11 1.087
107 H -1.389 0.804 3.196  C36 1.092
108 H 0.086 9.405 6.527  C27 1.091
109 H -0.342 -4.863 -1.258  C20 1.081
110 H 0.210 8.528 11.414  C38 1.092
111 H 4.849 -4.456 -0.778  C22 1.091
112 H 1.193 -1.490 -7.363  C19 1.091
113 H 8.532 -3.385 0.494  C9 1.091
114 H -0.686 2.330 1.442  C26 1.096
115 H 5.306 -6.443 2.678  C10 1.090
116 H 0.767 -6.029 -3.325  C11 1.087
117 H -1.518 3.415 -2.276  C44 1.094
118 H 1.139 7.899 4.067  C8 1.091
119 H -3.718 -4.840 -3.990  C33 1.092
120 H 2.732 -1.677 -6.532  C19 1.092
121 H -3.387 -8.168 -8.245  C30 1.093
122 H -1.749 -3.909 -6.776  C23 1.092
123 H -2.703 -9.403 -6.360  C45 1.094
124 H 1.543 -1.036 -4.341  C39 1.092
125 H -3.559 7.059 8.039  C32 1.094
126 H 1.435 3.948 1.878  C42 1.092
127 H -1.016 6.494 10.424  C15 1.092
128 H -1.416 8.620 4.054  C35 1.091
129 H -3.666 9.319 9.319  C40 1.090
130 H 0.247 7.197 9.473  C15 1.092
131 H -0.453 6.316 4.175  C24 1.103
132 H -2.456 2.778 -0.930  C44 1.090
133 H -4.675 -10.325 -5.940  C17 1.091
134 H -3.128 -6.965 -3.120  C37 1.093
135 H 0.389 1.412 -6.086  C13 1.089
136 H -3.951 -10.763 -4.386  C17 1.090
137 H 0.113 0.200 2.485  C36 1.090
138 H 8.080 -5.839 -0.244  C16 1.097
139 H -0.173 -0.502 -1.499  C41 1.091
140 H 5.654 -2.596 1.534  C29 1.094
141 H 3.146 -4.817 -2.756  B46 1.234
142 H -1.793 -7.935 -6.237  C45 1.092
143 H -1.089 -1.545 -7.077  C25 1.104
144 H -4.719 -8.589 -3.419  C14 1.093

Results
total energy = -52658.767 eV
highest occupied orbital energy = -4.806 eV
LUMO energy = 1.8986 eV
2S+1 = 1
HOMO-LUMO gap = 6.7 eV
charge = -1
strongest force on any atom = 0.92 eV Å⁻¹